Density functional theory data (ωB97M-V/def2-TZVPD) for the ion C4H11N4 with charge +1 in a non-equilibrium geometry.

The geometry in XYZ format:
```
19
Properties=species:S:1:pos:R:3:nbo_charge:R:1
C 1.33 0.64 0.29 -0.032
C -1.47 0.17 -0.12 0.047
C 1.21 -0.79 -0.21 0.247
C -2.82 -0.62 -0.26 -0.641
N -1.09 0.98 0.78 -0.148
N 0.13 1.38 0.96 -0.429
N 1.72 1.37 -0.97 -0.820
N 1.33 -1.89 0.51 -0.636
H 1.97 0.88 1.15 0.260
H -0.58 -0.36 -0.52 0.091
H 1.25 -0.68 -1.32 0.269
H -2.75 -0.91 -1.35 0.233
H -3.55 0.13 0.05 0.254
H -2.87 -1.57 0.36 0.239
H 1.16 1.20 -1.78 0.374
H 1.71 2.34 -0.77 0.388
H 1.43 -1.73 1.50 0.430
H 1.71 -2.72 0.13 0.445
H 0.19 2.20 1.57 0.428
```

HOMO level (alpha / beta)	-0.4634 / -0.4634	Eh
relative energy (zero: lowest compared OMol25 entry of this formula, charge and spin)	475.2	kJ/mol
total charge	+1
SMILES string	C/C=N/N[C@H](N)C=[NH2+]
molar mass	115.16	Da
Kohn-Sham gap (alpha / beta)	7.144 / 7.145	eV

=====

Density functional theory data (ωB97M-V/def2-TZVPD) for the ion C4H7N2 with charge +1 in a non-equilibrium geometry.

The geometry in XYZ format:
```
13
Properties=species:S:1:pos:R:3:nbo_charge:R:1
C -0.80 -1.26 -0.05 0.026
C 0.55 -1.22 0.02 -0.101
C -1.33 0.15 0.01 -0.485
C -0.12 1.09 -0.01 -0.224
N 2.26 0.22 -0.12 -0.201
N 1.04 0.00 -0.06 0.050
H -1.53 -2.09 -0.04 0.273
H 1.19 -2.00 0.17 0.259
H -1.86 0.33 -0.85 0.256
H -2.00 0.20 0.80 0.263
H 0.00 1.63 -0.87 0.237
H 0.00 1.79 0.95 0.271
H 2.60 1.16 0.04 0.376
```

HOMO level	-0.5620	Eh
relative energy (zero: lowest compared OMol25 entry of this formula, charge and spin)	368.9	kJ/mol
total charge	+1
SMILES string	[H]/N=[N+]1/C=CCC1
molar mass	83.11	Da
Kohn-Sham gap	9.204	eV

=====

Density functional theory data (ωB97M-V/def2-TZVPD) for an isolated molecule of C5H6N2O in a non-equilibrium geometry.

The geometry in XYZ format:
```
14
Properties=species:S:1:pos:R:3:nbo_charge:R:1
C 1.69 -0.38 -0.05 0.776
C -0.51 0.84 -0.09 0.043
C -1.40 -0.20 -0.07 -0.350
C -2.83 -0.30 -0.09 -0.024
C -4.08 -0.46 0.08 -0.248
H 3.60 -1.05 0.07 0.415
H 3.63 0.65 0.31 0.403
H 1.49 1.54 0.02 0.395
H -0.81 1.84 -0.02 0.197
H -0.79 -1.08 -0.04 0.275
H -5.18 -0.45 -0.03 0.252
N 3.06 -0.15 -0.06 -0.875
N 0.90 0.73 0.01 -0.611
O 1.22 -1.53 -0.02 -0.647
```

HOMO level	-0.3075	Eh
relative energy (zero: lowest compared OMol25 entry of this formula, charge and spin)	202.2	kJ/mol
SMILES string	C#C/C=C/NC(N)=O
molar mass	110.12	Da
Kohn-Sham gap	8.888	eV

=====

Density functional theory data (ωB97M-V/def2-TZVPD) for a structure of composition C11H13BrO in a non-equilibrium geometry.

The geometry in XYZ format:
```
26
Properties=species:S:1:pos:R:3:nbo_charge:R:1
Br 0.13 5.18 -0.70 -0.751
H -0.14 3.38 0.15 0.506
O 0.21 2.42 -0.19 -0.623
C 0.01 1.24 0.21 0.681
C -1.38 0.77 0.44 -0.507
C -1.87 -0.11 -0.72 -0.437
C -3.11 -0.82 -0.29 -0.181
C -3.45 -2.09 -0.55 -0.383
C 1.16 0.38 0.29 -0.202
C 0.97 -0.99 0.56 -0.152
C 2.12 -1.77 0.55 -0.219
C 3.43 -1.26 0.39 -0.144
C 3.57 0.10 0.04 -0.213
C 2.48 0.97 0.10 -0.117
H -1.30 0.23 1.38 0.236
H -2.01 1.67 0.53 0.255
H -2.07 0.54 -1.60 0.243
H -1.10 -0.81 -1.03 0.216
H -3.82 -0.18 0.27 0.200
H -4.45 -2.47 -0.30 0.213
H -2.74 -2.76 -1.03 0.193
H -0.03 -1.39 0.71 0.230
H 1.99 -2.86 0.70 0.223
H 4.31 -1.89 0.53 0.233
H 4.55 0.49 -0.26 0.232
H 2.55 2.04 -0.16 0.269
```

HOMO level	-0.2851	Eh
relative energy (zero: lowest compared OMol25 entry of this formula, charge and spin)	66.9	kJ/mol
molar mass	241.13	Da
Kohn-Sham gap	5.895	eV

=====

Density functional theory data (ωB97M-V/def2-TZVPD) for an isolated molecule of C5H9N in a non-equilibrium geometry.

The geometry in XYZ format:
```
15
Properties=species:S:1:pos:R:3:nbo_charge:R:1
C -2.06 -0.85 0.01 -0.404
C -0.77 1.30 0.11 -0.223
C 0.22 0.16 0.33 -0.119
C 1.45 -0.04 -0.47 -0.178
C 2.57 -0.39 0.20 -0.398
H -2.10 -1.12 1.13 0.156
H -1.89 -1.84 -0.36 0.202
H -3.11 -0.66 -0.41 0.209
H -0.48 2.05 -0.70 0.199
H -1.26 1.59 1.05 0.186
H 0.24 0.02 1.44 0.189
H 1.29 0.08 -1.63 0.228
H 2.70 -0.63 1.19 0.195
H 3.46 -0.52 -0.37 0.191
N -1.04 -0.01 -0.34 -0.432
```

HOMO level	-0.3222	Eh
relative energy (zero: lowest compared OMol25 entry of this formula, charge and spin)	285.6	kJ/mol
SMILES string	C=C[C@H]1CN1C
molar mass	83.13	Da
Kohn-Sham gap	9.954	eV

=====

Density functional theory data (ωB97M-V/def2-TZVPD) for the ion C6H12NO with charge -1 in a non-equilibrium geometry.

The geometry in XYZ format:
```
20
Properties=species:S:1:pos:R:3:nbo_charge:R:1
C 0.17 1.54 1.95 -0.004
O 1.23 2.22 1.49 -0.959
C -0.11 0.18 1.17 -0.084
C 0.78 -0.10 -0.01 -0.444
C 0.30 -1.00 -1.16 -0.450
C -0.96 -0.11 -3.16 -0.453
C -0.77 -0.16 -1.83 -0.129
N -0.09 -0.96 2.18 -0.876
H -0.82 2.07 1.80 0.057
H 0.28 1.36 3.02 0.093
H -1.20 0.21 0.94 0.153
H 1.22 0.84 -0.41 0.257
H 1.74 -0.48 0.43 0.204
H -0.20 -1.90 -0.76 0.193
H 1.15 -1.34 -1.76 0.204
H -0.35 -0.64 -3.88 0.179
H -1.71 0.59 -3.52 0.182
H -1.42 0.46 -1.20 0.208
H 0.04 -1.92 1.87 0.328
H 0.70 -0.84 2.81 0.340
```

HOMO level	-0.0833	Eh
relative energy (zero: lowest compared OMol25 entry of this formula, charge and spin)	87.3	kJ/mol
total charge	-1
SMILES string	C=CCC[C@@H](N)C[O-]
molar mass	114.17	Da
Kohn-Sham gap	5.979	eV

=====

Density functional theory data (ωB97M-V/def2-TZVPD) for a cluster of 6 separate species, C6H24N12O6 in total in a non-equilibrium geometry.

The geometry in XYZ format:
```
48
Properties=species:S:1:pos:R:3:nbo_charge:R:1
C 11.48 2.66 27.19 0.773
O 10.87 3.78 27.10 -0.766
N 12.02 2.22 28.27 -0.806
N 12.05 1.92 26.28 -0.817
H 11.80 2.54 29.20 0.407
H 12.79 1.61 28.03 0.375
H 12.53 1.09 26.59 0.374
H 11.99 2.26 25.33 0.450
C 8.79 7.24 27.77 0.752
O 8.84 7.20 28.97 -0.696
N 9.33 6.34 27.02 -0.828
N 8.16 8.24 27.19 -0.851
H 9.83 5.57 27.44 0.448
H 9.34 6.34 26.01 0.378
H 7.97 8.23 26.20 0.364
H 7.78 8.97 27.77 0.441
C 5.55 6.44 29.88 0.740
O 4.59 6.47 30.49 -0.665
N 5.63 6.43 28.61 -0.841
N 6.72 6.44 30.47 -0.857
H 6.52 6.02 28.37 0.380
H 4.89 6.64 27.95 0.405
H 7.50 6.57 29.85 0.407
H 6.79 6.50 31.48 0.398
C 9.34 8.10 22.79 0.762
O 10.42 7.53 22.75 -0.707
N 8.40 7.89 21.94 -0.821
N 9.12 9.15 23.51 -0.804
H 8.30 7.09 21.34 0.414
H 7.79 8.62 21.60 0.389
H 9.66 9.21 24.35 0.416
H 8.19 9.53 23.41 0.388
C 7.93 11.51 28.33 0.767
O 7.47 10.56 28.88 -0.644
N 7.29 12.65 28.09 -0.845
N 9.21 11.69 27.95 -0.853
H 7.73 13.19 27.35 0.382
H 6.36 12.65 28.47 0.418
H 9.80 10.88 28.14 0.416
H 9.34 12.42 27.27 0.378
C 11.87 4.54 23.78 0.753
O 12.44 3.45 23.93 -0.742
N 11.61 5.15 22.68 -0.837
N 11.68 5.38 24.67 -0.802
H 11.32 6.12 22.63 0.422
H 11.72 4.66 21.80 0.381
H 11.72 5.02 25.61 0.420
H 11.17 6.23 24.48 0.387
```

HOMO level	-0.3134	Eh
relative energy (zero: lowest compared OMol25 entry of this formula, charge and spin)	544.0	kJ/mol
SMILES string	NC(N)=O.NC(N)=O.NC(N)=O.NC(N)=O.NC(N)=O.NC(N)=O
molar mass	360.34	Da
Kohn-Sham gap	8.270	eV

=====

Density functional theory data (ωB97M-V/def2-TZVPD) for an isolated molecule of C4H6N2O in a non-equilibrium geometry.

The geometry in XYZ format:
```
13
Properties=species:S:1:pos:R:3:nbo_charge:R:1
N 1.41 0.64 0.96 -0.735
C 1.03 1.42 0.04 0.424
O -0.08 1.30 -0.69 -0.502
C -1.07 0.27 -0.57 -0.048
C -0.81 -0.95 0.31 -0.549
C 0.20 -1.86 -0.25 0.294
N 0.95 -2.59 -0.73 -0.327
H 2.31 0.94 1.33 0.361
H 1.55 2.31 -0.30 0.155
H -1.24 -0.07 -1.60 0.200
H -1.98 0.76 -0.22 0.193
H -0.51 -0.66 1.32 0.286
H -1.76 -1.50 0.38 0.251
```

HOMO level	-0.3835	Eh
relative energy (zero: lowest compared OMol25 entry of this formula, charge and spin)	157.8	kJ/mol
SMILES string	[H]/N=C/OCCC#N
molar mass	98.10	Da
Kohn-Sham gap	11.183	eV